[1]
Formula: C52H52AsCl2N5O7STa
Source: OMol25
Level of theory: wB97M-V/def2-TZVPD

Last column: Löwdin charge in e.
Positions of all 121 atoms, in Å:
Ta1 0.60094 0.23333 0.51722  1.673
O1 -2.60411 -4.75125 -3.54266  -0.037
C1 -3.24707 -3.52455 -3.29976  -0.189
C2 -2.37990 -2.69342 -2.40128  -0.139
C3 -2.78713 -1.43889 -1.96672  0.043
C4 -1.94449 -0.68679 -1.18560  -0.108
N1 -0.73351 -1.11360 -0.77951  -0.013
C5 -0.35901 -2.34640 -1.16607  -0.205
C6 -1.13944 -3.14401 -1.98079  0.074
C7 0.91036 -2.82126 -0.59938  -0.199
C8 1.39314 -4.09752 -0.84598  0.072
C9 2.51977 -4.54869 -0.18263  -0.142
C10 3.10349 -5.90300 -0.46096  -0.192
O2 2.34472 -6.51925 -1.47194  -0.038
C11 3.07917 -3.70425 0.77061  0.032
C12 2.55887 -2.44414 0.94678  -0.135
N2 1.51962 -1.96328 0.23733  -0.034
H1 -3.14819 -5.29485 -4.12179  0.113
H2 -4.22219 -3.65970 -2.81751  0.144
H3 -3.41644 -2.96260 -4.22681  0.142
H4 -3.75041 -1.02919 -2.24408  0.139
H5 -2.23560 0.30538 -0.89707  0.067
H6 -0.80733 -4.11821 -2.29998  0.124
H7 0.90864 -4.75195 -1.55215  0.123
H8 3.09912 -6.48488 0.46844  0.143
H9 4.15066 -5.77109 -0.75790  0.145
H10 2.70175 -7.39355 -1.65987  0.114
H11 3.93026 -4.01023 1.36532  0.138
H12 2.98032 -1.78166 1.68488  0.061
S1 2.90596 0.54935 1.27783  0.761
C13 4.14846 -0.01325 0.13684  -0.629
C14 5.43193 -0.22602 0.63210  -0.090
C15 6.44700 -0.59504 -0.23825  -0.039
C16 6.19593 -0.74188 -1.59739  -0.042
C17 4.91871 -0.52720 -2.09179  -0.076
C18 3.89277 -0.17939 -1.21857  -0.391
As1 2.11924 0.26195 -1.76346  1.353
C19 2.34288 2.03165 -2.51248  -0.339
C20 1.83224 2.41600 -3.74710  -0.076
C21 2.04006 3.71376 -4.19919  -0.052
C22 2.74999 4.61929 -3.42525  -0.054
C23 3.26426 4.23158 -2.19331  -0.057
C24 3.06172 2.93960 -1.73434  -0.105
C25 1.55545 -0.91623 -3.16199  -0.351
C26 2.26585 -2.07133 -3.47196  -0.098
C27 1.79028 -2.92525 -4.45852  -0.046
C28 0.61866 -2.62372 -5.13706  -0.044
C29 -0.09161 -1.47041 -4.82631  -0.057
C30 0.36672 -0.61948 -3.83324  -0.124
H13 5.63626 -0.09257 1.68684  0.114
H14 7.44448 -0.75918 0.14671  0.122
H15 6.99682 -1.01020 -2.27248  0.121
H16 4.72895 -0.61586 -3.15464  0.116
H17 1.30456 1.71396 -4.37867  0.097
H18 1.65789 4.01042 -5.16674  0.119
H19 2.91644 5.62459 -3.78867  0.120
H20 3.83736 4.93120 -1.59948  0.118
H21 3.46935 2.64110 -0.77609  0.096
H22 3.18531 -2.31121 -2.95308  0.098
H23 2.34506 -3.82103 -4.70540  0.120
H24 0.26353 -3.28394 -5.91709  0.121
H25 -1.00220 -1.23174 -5.36092  0.119
H26 -0.20849 0.25956 -3.56931  0.099
O3 -1.82911 -2.34082 1.59745  0.083
C31 -0.90126 -1.96793 2.29283  -0.563
O4 -0.04708 -1.03664 2.05499  -0.211
C32 -0.66941 -2.63067 3.65757  -0.134
N3 -1.70976 -3.72096 3.77809  0.106
C33 -2.52848 -3.46188 5.01989  -0.077
C34 -2.41676 -1.95682 5.18484  -0.129
C35 -0.95339 -1.68162 4.83189  -0.092
H27 0.32831 -3.06357 3.69289  0.168
H28 -1.30894 -4.65673 3.76682  0.190
H29 -2.27640 -3.60648 2.91656  0.158
H30 -2.05295 -3.99305 5.84255  0.143
H31 -3.53389 -3.84736 4.87426  0.141
H32 -2.67330 -1.64777 6.19513  0.134
H33 -3.08960 -1.44634 4.49230  0.119
H34 -0.30254 -1.91773 5.67304  0.134
H35 -0.76338 -0.65146 4.53761  0.111
Cl1 -2.13113 1.17480 1.60913  0.884
C36 -3.73202 1.19309 0.87929  -0.517
C37 -4.65750 0.28033 1.34799  -0.091
C38 -5.91503 0.24281 0.76694  -0.054
C39 -6.21932 1.10510 -0.27420  -0.076
C40 -5.27705 2.01835 -0.71746  -0.574
Cl2 -5.67567 3.08609 -2.01694  0.774
C41 -4.00127 2.10161 -0.14501  -0.328
N4 -3.02534 2.96871 -0.63848  0.063
C42 -2.46866 3.99821 0.18414  -0.218
C43 -3.15397 4.53185 1.26555  -0.007
C44 -2.58846 5.56243 2.00406  -0.060
C45 -1.34434 6.06819 1.65669  -0.075
C46 -0.65380 5.52012 0.58396  -0.017
C47 -1.20279 4.48149 -0.15559  -0.151
C48 -0.41495 3.82130 -1.27251  -0.005
C49 0.00466 2.48081 -0.77774  -0.601
O5 0.80662 2.35683 0.20385  -0.187
O6 -0.42241 1.37624 -1.21367  -0.160
H36 -4.38803 -0.39739 2.14543  0.099
H37 -6.65717 -0.45824 1.12173  0.120
H38 -7.19472 1.08648 -0.74013  0.121
H39 -3.28853 3.33152 -1.54775  0.102
H40 -4.14331 4.16443 1.51041  0.128
H41 -3.14234 5.99722 2.82609  0.118
H42 -0.92511 6.90518 2.19963  0.114
H43 0.31654 5.91430 0.30554  0.124
H44 0.48662 4.39770 -1.48986  0.127
H45 -0.98700 3.69771 -2.18946  0.140
C50 1.12541 4.42089 4.05682  0.013
N5 0.50233 3.14767 3.69451  -0.115
C51 -0.68301 2.77417 4.45736  0.007
C52 1.00153 2.41587 2.74293  -0.280
O7 0.52853 1.27799 2.41359  -0.330
H46 1.46042 4.38226 5.09222  0.109
H47 0.39358 5.21865 3.94437  0.093
H48 1.97554 4.61433 3.40807  0.104
H49 -0.43429 2.76409 5.51790  0.111
H50 -1.02668 1.79503 4.14429  0.051
H51 -1.46573 3.51113 4.27763  0.103
H52 1.88795 2.80887 2.25226  0.117

Output
**Strongest force on any atom**: 0.42 eV/Å
**Net charge**: +3
**Energy relative to the best compared isomer or geometry (same formula, charge and spin)**: 0.0 kcal per mole
**E**: -6424.00560 a.u.
**LUMO energy**: -7.5458 eV
**Kohn-Sham gap**: 7.02 eV
**E_HOMO**: -14.564 eV

[2]
Formula: C2H4Cl2N2
Source: OMol25
Level of theory: wB97M-V/def2-TZVPD

Last column: natural (NBO) charge in e.
Positions of all 10 atoms, in Å:
C1 -0.73988 -0.20611 0.17686  0.531
C2 1.17589 1.19666 0.05103  -0.459
N1 -1.67060 0.50948 -0.02567  -0.496
N2 -0.12827 -1.36306 0.02483  -0.842
Cl1 2.33875 -0.06015 0.02884  0.007
Cl2 -3.39722 0.04343 -0.11460  0.028
H1 1.24622 1.95887 0.91652  0.236
H2 0.83929 1.38218 -0.87172  0.191
H3 0.85881 -1.31609 0.22389  0.396
H4 -0.52299 -2.14522 -0.40998  0.408

Output
**Strongest force on any atom**: 5.10 eV/Å
**Energy relative to the best compared isomer or geometry (same formula, charge and spin)**: 102.6 kcal per mole
**E**: -1108.33194 a.u.
**LUMO energy (spin up / spin down)**: -0.5456 / -0.4919 eV
**Kohn-Sham gap (spin up / spin down)**: 7.73 / 7.59 eV
**E_HOMO (spin up / spin down)**: -8.272 / -8.082 eV

[3]
Formula: C33H26N4OS2Se2Te2Ti
Source: OMol25
Level of theory: wB97M-V/def2-TZVPD

Last column: Löwdin charge in e.
Positions of all 71 atoms, in Å:
Ti1 9.90356 12.30015 10.36438  0.867
C1 10.09749 15.73302 13.03222  -0.024
C2 10.47227 14.60462 12.28863  -0.059
N1 9.53733 13.92232 11.61078  -0.001
C3 8.29928 14.48080 11.40744  -0.132
C4 8.00447 15.74497 11.91174  -0.198
C5 8.84587 16.31737 12.84059  -0.009
C6 6.76156 16.28045 11.56552  -0.052
C7 5.97564 15.65601 10.57196  -0.073
C8 6.29366 14.36562 10.06978  -0.013
C9 7.41683 13.70125 10.59107  -0.269
N2 7.70971 12.38793 10.45358  -0.036
C10 7.21281 11.51808 11.44513  -0.219
C11 5.88230 11.36234 11.76334  -0.066
C12 5.52933 10.42858 12.74001  -0.113
C13 6.51482 9.81452 13.58044  -0.069
C14 7.88584 9.93311 13.27167  -0.223
C15 8.87353 9.27870 13.98399  -0.080
C16 10.20757 9.36141 13.51879  -0.062
C17 10.49358 10.33609 12.55737  -0.142
N3 9.54793 10.96087 11.85991  -0.073
C18 8.22486 10.81230 12.20692  -0.140
H1 10.69458 16.08680 13.83915  0.094
H2 11.48072 14.21743 12.12758  0.070
H3 8.57765 17.18367 13.40808  0.107
H4 6.39098 17.14184 12.08998  0.092
H5 5.10657 16.17234 10.18334  0.085
H6 5.63566 13.80865 9.39872  0.101
H7 5.18018 11.95231 11.21108  0.087
H8 4.49870 10.14310 12.92060  0.074
H9 6.21335 9.24522 14.48579  0.096
H10 8.64831 8.73435 14.89439  0.089
H11 11.02949 8.86502 13.96498  0.080
H12 11.49838 10.58589 12.25646  0.087
Se1 14.50162 14.08772 11.33782  -0.436
Te1 15.99546 12.10555 11.98945  -0.204
Te2 14.95120 10.14602 10.35746  -0.388
Se2 13.39020 12.45994 9.98253  -0.423
S1 10.22194 15.75137 7.15968  0.477
C19 10.42087 14.61452 8.25739  -0.962
N4 10.53296 13.66952 8.99462  -0.093
O1 9.50246 11.00496 8.92182  -0.639
S2 10.07502 10.23176 7.71246  1.069
C20 9.16665 8.60596 7.83607  -0.252
C21 9.85459 7.44369 8.54991  -0.240
C22 9.10682 6.46162 9.22617  -0.047
C23 9.73782 5.44278 9.95170  -0.082
C24 11.13248 5.36078 9.92401  -0.093
C25 11.87972 6.20954 9.11682  -0.083
C26 11.26222 7.22446 8.43545  -0.043
C27 9.25234 11.18226 6.32693  -0.242
C28 7.76913 11.22686 6.15446  -0.236
C29 7.02873 12.42006 6.24505  -0.007
C30 5.63590 12.43410 6.08898  -0.067
C31 4.96611 11.24687 5.87959  -0.114
C32 5.64607 10.08235 5.62949  -0.082
C33 7.06603 10.08397 5.64843  -0.033
H13 8.96320 8.30911 6.79701  0.083
H14 8.24864 8.89942 8.40784  0.118
H15 8.02497 6.56691 9.18895  0.108
H16 9.22605 4.80224 10.63634  0.089
H17 11.63025 4.60429 10.52276  0.098
H18 12.94095 6.02766 9.00165  0.110
H19 11.85439 7.92989 7.85670  0.104
H20 9.71640 10.71434 5.43628  0.105
H21 9.63039 12.15886 6.46479  0.068
H22 7.58566 13.26958 6.61539  0.112
H23 5.15649 13.37199 6.10544  0.090
H24 3.92907 11.20814 6.03380  0.084
H25 5.15529 9.13235 5.43532  0.098
H26 7.63722 9.22694 5.38152  0.081

Output
**Strongest force on any atom**: 4.05 eV/Å
**Net charge**: -2
**2S+1**: 3
**Energy relative to the best compared isomer or geometry (same formula, charge and spin)**: 11.2 kcal per mole
**E**: -8552.16118 a.u.
**LUMO energy (spin up / spin down)**: 3.4354 / 3.4342 eV
**Kohn-Sham gap (spin up / spin down)**: 2.73 / 2.73 eV
**E_HOMO (spin up / spin down)**: 0.704 / 0.705 eV

[4]
Formula: C57H36N5SZr
Source: OMol25
Level of theory: wB97M-V/def2-TZVPD

Last column: Löwdin charge in e.
Positions of all 100 atoms, in Å:
Zr1 0.42751 0.07942 -0.07735  1.864
C1 -3.47910 3.56289 5.80949  -0.070
C2 -4.00725 2.39641 5.27811  -0.063
C3 -3.34291 1.72715 4.26234  -0.032
C4 -2.13578 2.21184 3.75646  -0.190
C5 -1.61840 3.39063 4.30052  -0.060
C6 -2.28101 4.05921 5.31573  -0.064
C7 -1.41178 1.47475 2.68962  -0.064
C8 -2.11837 1.10439 1.53766  -0.234
C9 -3.43619 1.56295 1.19848  0.018
C10 -3.78081 0.97279 0.02731  0.033
C11 -2.68227 0.13966 -0.36135  -0.233
C12 -2.66863 -0.67380 -1.49639  -0.067
C13 -3.92585 -0.77350 -2.30110  -0.226
C14 -4.12275 0.02197 -3.42513  -0.037
C15 -5.28958 -0.08923 -4.16741  -0.065
C16 -6.26446 -1.00361 -3.79777  -0.076
C17 -6.06889 -1.80746 -2.68508  -0.065
C18 -4.90515 -1.69271 -1.93818  -0.021
C19 -1.58778 -1.44299 -1.91954  -0.224
N1 -0.36487 -1.54291 -1.29416  -0.020
C20 0.39567 -2.38780 -2.06964  -0.215
C21 1.71621 -2.76640 -1.81394  -0.067
C22 2.36171 -3.73524 -2.73753  -0.201
C23 1.82969 -5.01273 -2.91150  -0.035
C24 2.42989 -5.91162 -3.77919  -0.065
C25 3.56356 -5.54583 -4.48917  -0.073
C26 4.10508 -4.27990 -4.31790  -0.064
C27 3.51145 -3.38289 -3.44417  -0.041
C28 2.46934 -2.28546 -0.73791  -0.229
C29 3.77271 -2.77009 -0.37937  0.031
C30 4.15145 -2.11641 0.74560  0.035
C31 3.07507 -1.24203 1.10721  -0.216
N2 2.06561 -1.33536 0.17464  -0.025
C32 3.03482 -0.50602 2.28851  -0.064
C33 1.95453 0.26571 2.71872  -0.217
C34 1.84567 0.77850 4.04851  0.035
C35 0.59758 1.28991 4.17808  0.024
C36 -0.06689 1.13714 2.91564  -0.219
N3 0.79100 0.52145 2.02223  -0.033
C37 4.16072 -0.70461 3.25052  -0.237
C38 4.18404 -1.87798 4.00328  -0.033
C39 5.19207 -2.09568 4.92863  -0.065
C40 6.18836 -1.14476 5.10421  -0.076
C41 6.17287 0.01945 4.35210  -0.069
C42 5.16040 0.24368 3.42922  -0.027
C43 -0.36806 -2.81027 -3.20827  0.034
C44 -1.59279 -2.23988 -3.10922  0.039
N4 -1.66466 0.25331 0.55739  -0.026
H1 -3.99197 4.07585 6.61221  0.109
H2 -4.93711 1.99641 5.66044  0.110
H3 -3.74533 0.79708 3.88148  0.123
H4 -0.68810 3.78965 3.91834  0.108
H5 -1.85999 4.97024 5.72112  0.110
H6 -4.01138 2.27543 1.76505  0.125
H7 -4.69736 1.08767 -0.52851  0.128
H8 -3.35648 0.72244 -3.72207  0.085
H9 -5.43281 0.53810 -5.03801  0.108
H10 -7.17269 -1.08869 -4.37964  0.108
H11 -6.82176 -2.52968 -2.39761  0.109
H12 -4.75131 -2.31682 -1.06595  0.126
H13 0.95657 -5.30603 -2.34170  0.125
H14 2.01178 -6.90300 -3.89580  0.109
H15 4.02497 -6.24650 -5.17241  0.108
H16 4.99245 -3.98893 -4.86497  0.109
H17 3.93446 -2.39487 -3.31166  0.108
H18 4.31477 -3.53843 -0.90240  0.122
H19 5.06595 -2.23404 1.30226  0.126
H20 2.61263 0.69754 4.80010  0.126
H21 0.14988 1.68722 5.07132  0.120
H22 3.40145 -2.61346 3.85902  0.128
H23 5.20070 -3.00633 5.51324  0.109
H24 6.97463 -1.31155 5.82857  0.107
H25 6.95295 0.75801 4.48410  0.108
H26 5.14890 1.15404 2.84197  0.123
H27 -0.00646 -3.45868 -3.98754  0.122
H28 -2.42975 -2.34336 -3.77982  0.126
S1 -1.88492 3.05466 -2.56078  1.157
C45 -1.96125 3.92606 -1.06541  -0.450
C46 -2.78951 4.98679 -0.72734  -0.073
C47 -2.59499 5.58970 0.50061  -0.062
C48 -1.57183 5.16375 1.35117  -0.064
C49 -0.76198 4.09846 1.01708  -0.019
C50 -0.98391 3.43662 -0.18784  -0.297
N5 -0.25079 2.37042 -0.68404  0.015
C51 -0.58907 2.09488 -1.92181  -0.544
C52 0.24487 1.21237 -2.72446  -0.294
C53 0.06789 1.07151 -4.09992  -0.042
C54 1.05670 0.45672 -4.84548  -0.057
C55 2.22189 0.03398 -4.21886  -0.062
C56 2.35087 0.12487 -2.83825  -0.115
C57 1.36020 0.67900 -2.02809  -0.194
H29 -3.54329 5.33869 -1.41906  0.115
H30 -3.22584 6.41929 0.79040  0.112
H31 -1.40838 5.68619 2.28395  0.108
H32 0.05078 3.77364 1.65308  0.115
H33 -0.81722 1.47046 -4.58383  0.100
H34 0.93485 0.33768 -5.91390  0.112
H35 3.02055 -0.39249 -4.81322  0.108
H36 3.26194 -0.23863 -2.37405  0.097

Output
**Strongest force on any atom**: 0.90 eV/Å
**Net charge**: +1
**E**: -2912.71891 a.u.
**LUMO energy**: -3.9702 eV
**Kohn-Sham gap**: 5.78 eV
**E_HOMO**: -9.748 eV

[5]
Formula: C4H8N4
Source: OMol25
Level of theory: wB97M-V/def2-TZVPD

Last column: natural (NBO) charge in e.
Positions of all 16 atoms, in Å:
C1 1.17841 -1.27902 0.16694  -0.232
C2 -0.23610 -1.28864 0.67524  -0.327
C3 -1.23576 1.22075 -0.00477  -0.254
C4 -0.01739 1.63162 0.37778  0.012
H1 1.35242 -2.09224 -0.55798  0.204
H2 1.88569 -1.34935 0.97718  0.206
H3 -0.48899 -2.18148 1.25575  0.216
H4 -0.38561 -0.36591 1.34587  0.195
H5 -2.09995 1.89796 0.10628  0.230
H6 0.19922 2.48535 1.01396  0.219
H7 2.07129 1.63848 -0.08272  0.399
H8 0.94637 -0.11998 -1.58852  0.352
N1 -1.25122 -1.20475 -0.30717  -0.131
N2 -1.71308 -0.09261 -0.45500  -0.152
N3 1.24545 1.14702 0.02323  -0.469
N4 1.48806 -0.08124 -0.65549  -0.468

Output
**Strongest force on any atom**: 4.74 eV/Å
**SMILES**: C1=C\NNCC\N=N/1
**Energy relative to the best compared isomer or geometry (same formula, charge and spin)**: 100.8 kcal per mole
**E**: -376.08787 a.u.
**LUMO energy**: 0.5540 eV
**Kohn-Sham gap**: 8.47 eV
**E_HOMO**: -7.917 eV